Entry from the OMol25 dataset: a 7-piece molecular cluster, C4H20NO8 overall (wB97M-V/def2-TZVPD).

Output
* HOMO-LUMO gap: 8.8 eV
* lowest unoccupied orbital energy: 3.1 eV
* total charge: -1
* relative energy (zero: lowest compared OMol25 entry of this formula, charge and spin): 4.072 eV
* electronic energy: -821.05256 hartree
* HOMO energy: -5.6 eV

Atoms and positions in Å:
C 2.003 2.363 1.572
C 1.233 1.239 1.137
N 1.047 1.507 -0.400
C 1.589 0.335 -1.109
C 0.379 -0.635 -0.989
O -0.727 -0.144 -1.504
O 0.432 -1.753 -0.568
H 2.955 2.010 1.999
H 1.495 3.073 2.285
H 2.101 2.839 0.441
H 1.513 0.272 1.436
H 0.190 1.098 1.735
H 0.039 1.535 -0.663
H 2.483 -0.027 -0.478
H 1.907 0.713 -2.050
H 2.412 -1.495 2.609
H 2.169 -0.335 3.349
O 2.826 -0.758 2.962
H -2.461 -2.860 0.373
H -1.155 -3.219 -0.294
O -1.712 -3.232 0.502
H -0.089 -0.855 2.632
H -0.202 -1.975 1.558
O 0.175 -1.829 2.485
H -2.987 -1.504 -1.679
H -1.607 -1.938 -1.825
O -2.512 -2.302 -1.926
H -3.369 0.831 -1.473
H -1.895 1.038 -1.703
O -2.639 1.567 -1.696
H -0.097 3.314 -1.046
H -1.601 3.169 -1.096
O -0.886 3.946 -1.128

=====

Entry from the OMol25 dataset: C42H74IN9O4S as an isolated structure (wB97M-V/def2-TZVPD).

Output
* HOMO-LUMO gap: 9.4 eV
* lowest unoccupied orbital energy: 0.6 eV
* electronic energy: -3134.26388 hartree
* HOMO energy: -8.8 eV

Atoms and positions in Å:
C -0.968 -1.296 0.748
C -1.479 -2.223 -0.388
C -2.604 -1.638 -1.256
I -2.001 0.297 -2.061
C -3.945 -1.413 -0.558
O -3.996 -0.495 0.574
S -5.585 -0.454 0.846
O -6.320 0.254 -0.158
O -5.932 0.054 2.135
O -5.800 -2.035 0.762
C -4.925 -2.579 -0.293
C -4.432 -3.917 0.253
H -0.550 -0.390 0.353
H -0.144 -1.842 1.233
H -1.716 -1.148 1.527
H -1.745 -3.189 0.067
H -0.628 -2.439 -1.053
H -2.759 -2.257 -2.146
H -4.497 -0.830 -1.318
H -5.532 -2.664 -1.196
H -4.347 -4.611 -0.592
H -5.233 -4.310 0.893
H -3.540 -3.852 0.879
C -1.053 3.933 0.425
C -0.929 4.033 1.941
C 0.175 3.133 2.509
C -0.100 1.723 2.201
N -0.316 0.622 1.943
H -1.328 2.925 0.110
H -1.826 4.609 0.060
H -0.114 4.201 -0.065
H -1.886 3.770 2.397
H -0.717 5.068 2.217
H 0.237 3.247 3.592
H 1.144 3.403 2.085
C -6.875 -8.308 3.372
C -5.446 -7.788 3.473
C -5.096 -6.789 2.364
C -5.224 -7.427 1.041
N -5.326 -7.942 0.019
H -7.036 -8.858 2.443
H -7.089 -8.991 4.195
H -7.595 -7.489 3.416
H -4.754 -8.632 3.437
H -5.309 -7.302 4.441
H -4.072 -6.434 2.487
H -5.759 -5.924 2.408
C 3.611 -2.695 0.950
C 3.261 -3.803 -0.036
C 3.421 -3.373 -1.497
C 2.532 -2.241 -1.796
N 1.835 -1.358 -2.029
H 2.947 -1.835 0.840
H 3.512 -3.052 1.976
H 4.639 -2.354 0.808
H 2.232 -4.126 0.142
H 3.904 -4.665 0.150
H 3.173 -4.201 -2.163
H 4.450 -3.077 -1.698
C 0.721 7.978 0.535
C 1.410 8.302 -0.786
C 0.438 8.347 -1.970
C -0.220 7.045 -2.143
N -0.730 6.024 -2.278
H 0.261 6.988 0.515
H 1.445 7.985 1.351
H -0.056 8.712 0.763
H 2.186 7.557 -0.975
H 1.910 9.267 -0.699
H 0.972 8.595 -2.888
H -0.327 9.109 -1.808
C 6.183 -2.827 -5.864
C 6.337 -1.911 -4.656
C 7.301 -2.470 -3.603
C 6.812 -3.761 -3.097
N 6.430 -4.772 -2.703
H 5.757 -3.792 -5.584
H 5.515 -2.378 -6.599
H 7.147 -3.005 -6.347
H 5.355 -1.746 -4.206
H 6.705 -0.939 -4.988
H 7.391 -1.775 -2.768
H 8.286 -2.610 -4.029
C -7.066 1.368 4.630
C -7.539 0.934 6.013
C -7.882 2.114 6.930
C -6.702 2.965 7.142
N -5.776 3.625 7.308
H -6.144 1.949 4.687
H -6.864 0.503 4.010
H -7.824 1.975 4.130
H -6.765 0.321 6.479
H -8.425 0.304 5.905
H -8.228 1.753 7.899
H -8.677 2.720 6.491
C 2.047 9.642 4.202
C 2.463 11.101 4.052
C 2.287 11.627 2.623
C 3.113 10.854 1.684
N 3.762 10.249 0.954
H 2.664 8.985 3.587
H 2.160 9.320 5.237
H 1.003 9.500 3.916
H 3.506 11.209 4.356
H 1.867 11.716 4.729
H 2.583 12.675 2.566
H 1.243 11.553 2.315
C -3.366 -2.878 -6.266
C -3.709 -4.327 -5.936
C -5.154 -4.505 -5.456
C -5.387 -3.726 -4.233
N -5.569 -3.113 -3.280
H -3.446 -2.236 -5.387
H -2.342 -2.803 -6.630
H -4.030 -2.485 -7.039
H -3.021 -4.691 -5.169
H -3.555 -4.943 -6.823
H -5.357 -5.555 -5.244
H -5.856 -4.173 -6.222
C 11.843 -2.683 -0.911
C 11.491 -3.781 -1.909
C 11.639 -3.332 -3.367
C 10.743 -2.202 -3.651
N 10.035 -1.323 -3.872
H 11.174 -1.826 -1.006
H 11.753 -3.055 0.109
H 12.868 -2.336 -1.055
H 10.466 -4.113 -1.729
H 12.140 -4.642 -1.739
H 11.390 -4.151 -4.042
H 12.666 -3.025 -3.572

=====

Entry from the OMol25 dataset: a single C3H2N2O2 molecule (wB97M-V/def2-TZVPD).

Output
* HOMO-LUMO gap: 7.4 eV
* lowest unoccupied orbital energy: -0.5 eV
* relative energy (zero: lowest compared OMol25 entry of this formula, charge and spin): 2.104 eV
* electronic energy: -375.43419 hartree
* HOMO energy: -7.9 eV

Atoms and positions in Å:
C 0.273 0.060 0.181
N 1.589 0.366 -0.056
N -0.718 0.714 -0.522
C -1.886 0.339 -0.617
C -0.167 -0.945 1.023
O -2.960 0.136 -1.010
O -0.081 -1.689 1.928
H 1.820 1.314 -0.331
H 2.131 -0.294 -0.596

=====

Entry from the OMol25 dataset: C47H35AsCsIN4O3 as an isolated structure (wB97M-V/def2-TZVPD).

Output
* HOMO-LUMO gap (alpha / beta): 3.2 / 3.2 eV
* lowest unoccupied orbital energy (alpha / beta): 3.7 / 3.7 eV
* total charge: -2
* relative energy (zero: lowest compared OMol25 entry of this formula, charge and spin): 1.992 eV
* electronic energy: -4810.38392 hartree
* HOMO energy (alpha / beta): 0.5 / 0.5 eV

Atoms and positions in Å:
Cs -0.499 -0.108 -1.032
O -0.314 -2.470 0.238
C -0.320 -1.745 1.286
N -1.414 -1.363 1.940
C -2.692 -1.827 1.683
C -3.224 -2.780 2.580
C -4.540 -3.200 2.578
C -5.428 -2.675 1.648
C -4.943 -1.758 0.729
C -3.610 -1.334 0.713
N -3.264 -0.479 -0.367
C -3.223 0.816 -0.246
O -2.890 1.586 -1.198
C -3.437 1.506 1.084
C -4.701 1.614 1.656
C -4.825 2.314 2.844
C -3.691 2.873 3.416
C -2.479 2.715 2.761
N -2.348 2.062 1.612
C 0.955 -1.150 1.749
C 0.956 -0.058 2.607
C 2.034 0.774 2.828
C 3.190 0.501 2.041
C 3.263 -0.544 1.199
N 2.212 -1.503 1.074
H -2.529 -3.161 3.321
H -4.872 -3.933 3.307
H -6.469 -2.979 1.625
H -5.593 -1.353 -0.040
H -5.546 1.131 1.185
H -5.791 2.413 3.325
H -3.737 3.415 4.352
H -1.566 3.130 3.179
H -0.008 0.156 3.054
H 1.969 1.653 3.454
H 4.064 1.143 2.088
H 4.158 -0.771 0.646
I 3.064 -0.638 -2.047
C 4.065 -2.320 -1.275
C 5.187 -2.645 -2.004
C 5.870 -3.845 -1.732
C 5.353 -4.717 -0.826
C 4.171 -4.427 -0.087
C 3.594 -5.413 0.722
C 2.407 -5.123 1.377
C 1.844 -3.867 1.370
C 2.502 -2.782 0.734
C 3.575 -3.122 -0.199
H 5.514 -2.005 -2.811
H 6.770 -4.088 -2.285
H 5.828 -5.679 -0.657
H 4.060 -6.389 0.787
H 1.911 -5.896 1.955
H 0.946 -3.680 1.930
C -4.988 3.850 -4.879
C -3.989 4.765 -4.570
C -2.753 4.315 -4.127
C -2.515 2.954 -3.993
C -3.514 2.038 -4.293
C -4.749 2.491 -4.742
As -0.791 2.241 -3.389
C 0.320 3.113 -4.750
C 0.489 2.747 -6.078
C 1.384 3.442 -6.880
C 2.130 4.491 -6.355
C 1.980 4.856 -5.025
C 1.072 4.170 -4.222
C 0.800 4.470 -2.796
C 1.400 5.476 -2.043
C 1.014 5.657 -0.722
C 0.034 4.851 -0.152
C -0.573 3.842 -0.889
C -0.172 3.658 -2.204
H -5.956 4.200 -5.218
H -4.174 5.828 -4.666
H -1.974 5.028 -3.879
H -3.338 0.978 -4.155
H -5.530 1.773 -4.966
H -0.074 1.920 -6.495
H 1.510 3.160 -7.918
H 2.835 5.023 -6.983
H 2.570 5.669 -4.620
H 2.164 6.112 -2.474
H 1.486 6.431 -0.128
H -0.256 4.996 0.882
H -1.333 3.203 -0.454
C -1.947 -2.405 -2.951
O -2.249 -1.039 -3.217
H -2.857 -3.009 -3.028
H -1.503 -2.558 -1.962
H -1.238 -2.738 -3.710
H -2.747 -0.703 -2.442

=====

Entry from the OMol25 dataset: a 2-piece molecular cluster, C3H10N2O overall (wB97M-V/def2-TZVPD).

Output
* HOMO-LUMO gap: 9.8 eV
* lowest unoccupied orbital energy: 1.0 eV
* relative energy (zero: lowest compared OMol25 entry of this formula, charge and spin): 2.040 eV
* electronic energy: -304.99968 hartree
* HOMO energy: -8.8 eV

Atoms and positions in Å:
C 2.585 0.772 -1.704
C 2.162 0.588 -0.451
O 2.892 0.492 0.697
H 1.868 0.672 -2.500
H 3.551 1.228 -1.893
H 1.115 0.606 -0.155
H 3.816 0.586 0.443
N -2.843 -1.483 0.344
C -2.235 -0.174 0.244
N -0.984 0.018 0.994
H -3.079 -1.731 1.292
H -2.226 -2.182 -0.044
H -2.955 0.581 0.555
H -2.027 -0.047 -0.820
H -0.645 -0.791 1.479
H -0.997 0.866 1.519

=====

Entry from the OMol25 dataset: C18H29Br2N5O3S as an isolated structure (wB97M-V/def2-TZVPD).

Output
* HOMO-LUMO gap: 8.1 eV
* lowest unoccupied orbital energy: -0.6 eV
* electronic energy: -6748.94815 hartree
* HOMO energy: -8.7 eV

Atoms and positions in Å:
C -2.511 3.419 0.399
C -2.825 3.079 -1.103
Br -2.847 4.838 -2.067
C -1.723 2.208 -1.829
Br -2.593 1.401 -3.452
C -1.287 1.027 -0.903
C -2.358 0.022 -0.515
C -2.010 -1.071 0.366
C -0.592 -1.136 0.841
N -0.015 -2.107 1.667
S 1.567 -1.682 1.867
N 1.767 -0.276 0.975
C 0.486 -0.117 0.464
C 0.085 0.995 -0.461
H -2.308 2.528 1.048
H -1.659 4.139 0.502
H -3.439 3.915 0.815
H -3.812 2.543 -1.220
H -0.857 2.787 -2.230
H -3.396 0.114 -0.908
H -2.790 -1.813 0.649
H 0.776 1.791 -0.825
C 5.626 -2.150 2.712
O 5.165 -1.305 1.970
N 5.731 -3.472 2.423
C 6.293 -4.424 3.358
C 5.264 -3.944 1.132
H 6.008 -1.896 3.715
H 7.164 -4.903 2.904
H 5.543 -5.183 3.593
H 6.600 -3.929 4.280
H 5.815 -3.432 0.340
H 4.203 -3.710 1.025
H 5.413 -5.020 1.044
C 0.283 2.541 -4.855
O 0.554 2.837 -3.704
N 0.754 3.174 -5.953
C 0.389 2.765 -7.294
C 1.655 4.300 -5.782
H -0.389 1.704 -5.095
H 1.291 2.488 -7.844
H -0.104 3.598 -7.802
H -0.289 1.912 -7.270
H 2.542 3.970 -5.237
H 1.155 5.074 -5.196
H 1.948 4.704 -6.750
C -5.089 -1.606 3.362
O -5.134 -1.680 2.148
N -3.987 -1.830 4.117
C -4.005 -1.725 5.561
C -2.748 -2.188 3.450
H -5.976 -1.341 3.961
H -3.288 -0.961 5.875
H -3.722 -2.687 5.995
H -4.997 -1.450 5.919
H -2.472 -1.392 2.761
H -2.901 -3.107 2.879
H -1.952 -2.337 4.177

=====

Entry from the OMol25 dataset: a single C5H12N4 molecule (wB97M-V/def2-TZVPD).

Output
* HOMO-LUMO gap: 9.3 eV
* lowest unoccupied orbital energy: 0.9 eV
* relative energy (zero: lowest compared OMol25 entry of this formula, charge and spin): 3.037 eV
* electronic energy: -416.63383 hartree
* HOMO energy: -8.4 eV

Atoms and positions in Å:
H 3.341 1.174 -0.178
N 3.406 0.285 0.324
C 2.334 -0.346 0.425
C 0.841 0.058 -0.294
C 0.685 -0.785 -1.554
N -0.087 -0.175 0.743
N -0.290 -1.503 1.036
C -1.417 0.714 0.346
C -2.643 0.223 0.150
N -1.127 2.074 0.362
H 2.341 -1.302 0.950
H 0.921 1.122 -0.512
H 0.944 -1.822 -1.346
H -0.342 -0.753 -1.916
H 1.338 -0.405 -2.336
H -0.747 -1.595 1.936
H -0.812 -2.021 0.329
H -2.830 -0.821 -0.034
H -3.506 0.874 0.116
H -1.943 2.669 0.433
H -0.407 2.337 1.020

=====

Entry from the OMol25 dataset: a 9-piece molecular cluster, C27H72O27S9 overall (wB97M-V/def2-TZVPD).

Output
* HOMO-LUMO gap: 10.3 eV
* lowest unoccupied orbital energy: 0.0 eV
* relative energy (zero: lowest compared OMol25 entry of this formula, charge and spin): 4.588 eV
* electronic energy: -6686.84808 hartree
* HOMO energy: -10.4 eV

Atoms and positions in Å:
C 1.065 3.850 -3.129
C 0.407 3.115 -4.298
O 0.489 3.907 -5.463
S -0.453 3.430 -6.787
C -2.030 4.449 -6.418
O 0.182 3.925 -7.995
O -0.831 2.030 -6.616
H 2.042 4.276 -3.358
H 1.144 3.386 -2.146
H 0.442 4.708 -2.878
H 0.699 2.086 -4.508
H -0.638 3.086 -3.989
H -2.633 3.917 -5.682
H -2.509 4.341 -7.390
H -1.796 5.482 -6.159
C -0.438 0.309 -2.354
C -0.599 0.520 -0.833
O 0.143 -0.518 -0.158
S -0.266 -1.057 1.300
C 0.071 0.413 2.422
O -1.751 -1.331 1.212
O 0.684 -2.127 1.696
H -0.974 0.962 -3.043
H -1.035 -0.557 -2.639
H 0.620 0.346 -2.614
H -0.208 1.504 -0.578
H -1.584 0.555 -0.367
H 0.908 0.090 3.040
H -0.796 0.599 3.056
H 0.370 1.222 1.755
C -6.314 2.527 -4.724
C -6.449 1.186 -3.970
O -6.216 1.510 -2.545
S -5.858 0.281 -1.478
C -4.019 0.439 -1.516
O -6.414 0.634 -0.169
O -6.185 -1.031 -2.110
H -7.051 3.215 -4.309
H -6.523 2.452 -5.791
H -5.344 3.018 -4.639
H -7.448 0.753 -4.002
H -5.791 0.478 -4.474
H -3.646 0.394 -2.539
H -3.630 -0.213 -0.733
H -3.675 1.385 -1.099
C 7.535 1.396 -0.754
C 6.195 1.551 0.064
O 5.086 1.322 -0.783
S 3.672 1.094 -0.006
C 3.865 -0.692 0.415
O 3.690 1.900 1.167
O 2.600 1.137 -0.988
H 8.410 1.761 -0.215
H 7.476 1.863 -1.738
H 7.690 0.335 -0.946
H 6.055 0.881 0.912
H 6.170 2.618 0.287
H 4.614 -0.731 1.206
H 4.191 -1.132 -0.528
H 2.909 -1.039 0.809
C 4.867 -5.465 5.454
C 3.967 -4.816 6.461
O 3.203 -3.845 5.706
S 1.820 -3.246 6.474
C 1.157 -2.227 5.125
O 0.887 -4.359 6.705
O 2.287 -2.459 7.623
H 5.524 -6.182 5.947
H 5.353 -4.613 4.978
H 4.307 -6.004 4.690
H 3.226 -5.511 6.856
H 4.556 -4.321 7.233
H 1.284 -2.815 4.216
H 1.766 -1.329 5.224
H 0.120 -2.001 5.374
C 6.289 -0.804 6.768
C 5.275 0.324 6.716
O 4.201 -0.094 5.882
S 4.220 0.311 4.262
C 3.183 1.800 4.475
O 5.622 0.672 3.929
O 3.431 -0.609 3.519
H 7.090 -0.693 7.499
H 6.684 -0.951 5.762
H 5.802 -1.750 7.003
H 4.893 0.422 7.733
H 5.763 1.286 6.556
H 3.827 2.532 4.963
H 2.286 1.595 5.060
H 2.932 2.246 3.513
C 0.898 -3.280 -1.214
C 0.116 -4.406 -0.645
O -0.593 -5.103 -1.612
S -2.171 -5.535 -1.262
C -3.034 -3.861 -1.631
O -2.578 -6.499 -2.290
O -2.310 -5.843 0.167
H 1.676 -3.620 -1.897
H 1.471 -2.671 -0.514
H 0.302 -2.565 -1.782
H 0.764 -5.121 -0.138
H -0.545 -3.870 0.036
H -4.055 -3.940 -1.258
H -3.100 -3.701 -2.707
H -2.631 -3.082 -0.983
C 1.324 -0.978 -5.019
C -0.026 -0.807 -5.635
O -0.686 -2.078 -5.622
S -2.327 -2.105 -5.414
C -2.804 -1.010 -6.842
O -2.785 -3.460 -5.730
O -2.685 -1.414 -4.186
H 1.241 -1.412 -4.022
H 1.833 -0.020 -4.920
H 1.856 -1.709 -5.628
H -0.692 -0.131 -5.099
H -0.001 -0.411 -6.651
H -2.438 -0.052 -6.472
H -3.893 -1.029 -6.892
H -2.356 -1.485 -7.715
C -4.863 5.538 3.936
C -4.780 4.003 4.008
O -4.188 3.588 2.836
S -3.876 1.982 2.697
C -5.514 1.265 3.114
O -3.559 1.683 1.293
O -2.950 1.597 3.793
H -3.865 5.971 4.011
H -5.474 5.878 4.773
H -5.274 5.878 2.986
H -4.306 3.598 4.902
H -5.817 3.675 4.085
H -5.767 1.412 4.164
H -5.419 0.187 2.979
H -6.259 1.641 2.413

=====

Question: What is the electronic energy in the sixth record?
Answer: -6748.94815 hartree